A cluster of 12 separate species, C23H17Cl44FO5 in total, computed with ωB97M-V/def2-TZVPD.

CARTESIAN COORDINATES (ANGSTROEM)
Cl 5.234 -9.366 5.429
Cl 3.120 0.499 5.119
H -1.177 -0.333 -0.102
C -5.308 2.113 3.443
Cl -1.816 2.850 -6.266
H -2.219 1.697 0.446
C 4.623 -5.887 3.018
H 2.205 4.668 2.482
C 1.527 2.642 2.773
H -3.092 4.095 0.514
C -4.178 2.202 2.466
H -0.117 5.450 2.929
H -1.371 6.929 1.077
Cl 0.048 -5.320 -7.447
Cl 2.376 -3.623 -7.243
H -3.832 0.149 2.504
Cl 1.484 -5.153 -10.438
Cl 1.487 -8.032 -10.365
H 2.443 2.377 3.307
Cl -2.494 5.257 -7.701
Cl 6.283 -3.083 8.832
Cl -0.186 4.483 6.938
C -2.716 4.059 1.547
H 1.256 1.766 2.181
Cl -2.800 -3.646 -4.134
Cl 4.105 -4.595 1.929
C -4.410 -0.719 -7.143
Cl 4.065 -1.662 7.670
Cl -1.941 5.375 -4.871
Cl -4.456 -1.718 -8.598
C -1.497 5.370 6.147
C 0.054 5.515 1.849
H -2.887 -0.818 0.075
Cl 3.785 -6.563 -9.429
C 0.614 -3.678 -7.134
Cl 5.177 -7.230 7.363
Cl 1.341 -0.083 -6.801
C 1.700 1.058 -8.097
C -1.273 5.847 1.184
C -3.757 0.955 1.764
Cl 2.320 2.556 -7.400
O -2.375 5.375 1.937
H -1.824 3.427 1.619
Cl -3.565 -3.362 -1.371
C 2.483 -6.594 -10.622
Cl -5.101 0.869 -7.491
O -6.012 1.177 3.633
Cl -0.090 -2.580 -8.324
Cl -2.181 4.384 4.856
H 2.426 3.585 1.073
O 0.539 4.300 1.310
Cl 2.541 -0.971 2.703
Cl -0.858 6.868 5.460
F -1.456 1.177 2.255
Cl -2.731 -0.518 -6.626
C 4.523 -2.918 8.818
Cl 0.195 4.847 -6.745
C 3.812 -0.514 3.843
Cl 2.903 0.355 -9.182
Cl 2.712 -8.436 6.482
C -2.671 -2.623 -2.704
Cl 3.172 -6.638 -12.247
Cl 3.959 -2.481 10.436
H 0.733 2.796 3.509
Cl 3.842 -7.397 2.543
Cl 0.220 1.396 -9.004
C -1.514 4.586 -6.393
Cl -5.342 -1.496 -5.860
Cl 6.377 -6.071 2.924
H 0.771 6.321 1.638
Cl 4.168 -5.483 4.676
H -4.470 0.684 0.981
Cl -2.750 5.750 7.327
C 4.411 -8.739 6.861
H -1.271 5.429 0.170
Cl -0.969 -2.449 -2.249
C -4.658 4.240 3.371
Cl 4.521 -9.922 8.168
O -5.447 3.320 4.067
C -2.342 0.927 1.213
Cl -3.342 -1.028 -3.055
Cl 0.113 -3.176 -5.513
Cl 3.801 -4.464 8.353
C -2.013 -0.421 0.590
Cl 4.510 -1.967 4.550
Cl 5.066 0.399 2.996
C -3.784 3.478 2.419
H -1.710 -1.113 1.379
C 1.761 3.858 1.896
O -4.809 5.408 3.513

Computed properties:
Multiplicity: 1
E: -588064.158 eV
LUMO energy: -0.0215 Eh
Molar mass: 1952.31 g/mol
Kohn-Sham gap: 9.1 eV
SMILES string: CCOCCOCC1=C(C[C@H](C)F)C(=O)OC1=O.ClC(Cl)(Cl)Cl.ClC(Cl)(Cl)Cl.ClC(Cl)(Cl)Cl.ClC(Cl)(Cl)Cl.ClC(Cl)(Cl)Cl.ClC(Cl)(Cl)Cl.ClC(Cl)(Cl)Cl.ClC(Cl)(Cl)Cl.ClC(Cl)(Cl)Cl.ClC(Cl)(Cl)Cl.ClC(Cl)(Cl)Cl
Largest force on an atom: 0.018 hartree/bohr

How positive or negative is each atom? The Löwdin charges in e answer that: atom 1 (Cl): 0.519, atom 2 (Cl): 0.538, atom 3 (H): 0.062, atom 4 (C): -0.406, atom 5 (Cl): 0.486, atom 6 (H): 0.139, atom 7 (C): -2.043, atom 8 (H): 0.117, atom 9 (C): -0.091, atom 10 (H): 0.150, atom 11 (C): -0.056, atom 12 (H): 0.091, atom 13 (H): 0.130, atom 14 (Cl): 0.521, atom 15 (Cl): 0.517, atom 16 (H): 0.143, atom 17 (Cl): 0.497, atom 18 (Cl): 0.522, atom 19 (H): 0.019, atom 20 (Cl): 0.529, atom 21 (Cl): 0.528, atom 22 (Cl): 0.524, atom 23 (C): -0.158, atom 24 (H): 0.051, atom 25 (Cl): 0.508, atom 26 (Cl): 0.514, atom 27 (C): -2.042, atom 28 (Cl): 0.493, atom 29 (Cl): 0.526, atom 30 (Cl): 0.535, atom 31 (C): -2.016, atom 32 (C): -0.200, atom 33 (H): 0.042, atom 34 (Cl): 0.518, atom 35 (C): -2.038, atom 36 (Cl): 0.476, atom 37 (Cl): 0.493, atom 38 (C): -2.038, atom 39 (C): -0.172, atom 40 (C): -0.060, atom 41 (Cl): 0.508, atom 42 (O): -0.155, atom 43 (H): 0.114, atom 44 (Cl): 0.545, atom 45 (C): -2.054, atom 46 (Cl): 0.529, atom 47 (O): 0.182, atom 48 (Cl): 0.488, atom 49 (Cl): 0.678, atom 50 (H): 0.120, atom 51 (O): -0.160, atom 52 (Cl): 0.534, atom 53 (Cl): 0.546, atom 54 (F): -0.007, atom 55 (Cl): 0.472, atom 56 (C): -2.041, atom 57 (Cl): 0.500, atom 58 (C): -2.026, atom 59 (Cl): 0.535, atom 60 (Cl): 0.518, atom 61 (C): -2.031, atom 62 (Cl): 0.528, atom 63 (Cl): 0.530, atom 64 (H): 0.075, atom 65 (Cl): 0.521, atom 66 (Cl): 0.516, atom 67 (C): -2.049, atom 68 (Cl): 0.513, atom 69 (Cl): 0.530, atom 70 (H): 0.129, atom 71 (Cl): 0.480, atom 72 (H): 0.146, atom 73 (Cl): 0.550, atom 74 (C): -2.051, atom 75 (H): 0.131, atom 76 (Cl): 0.530, atom 77 (C): -0.452, atom 78 (Cl): 0.531, atom 79 (O): 0.144, atom 80 (C): -0.383, atom 81 (Cl): 0.510, atom 82 (Cl): 0.483, atom 83 (Cl): 0.495, atom 84 (C): -0.046, atom 85 (Cl): 0.485, atom 86 (Cl): 0.538, atom 87 (C): -0.064, atom 88 (H): 0.095, atom 89 (C): -0.251, atom 90 (O): 0.172



A structure of composition C8H25FeO5 at a distorted geometry, computed with ωB97M-V/def2-TZVPD.

CARTESIAN COORDINATES (ANGSTROEM)
O 14.454 8.653 3.936
H 10.769 11.464 1.482
C 12.398 12.423 2.583
C 15.917 7.666 2.219
O 11.832 8.138 2.987
O 12.134 12.182 3.960
H 14.347 9.114 1.913
H 16.628 11.374 4.225
H 11.931 11.244 4.079
H 11.643 6.119 2.997
H 17.095 13.104 4.570
H 13.559 8.285 3.713
H 15.262 6.800 2.106
H 15.920 12.141 6.489
H 11.903 8.822 3.688
H 9.203 7.680 4.006
H 11.357 12.919 0.774
H 13.527 11.780 4.912
C 11.138 12.459 1.746
H 11.475 10.156 5.396
C 11.193 6.956 3.535
H 16.399 7.852 1.260
H 9.246 6.005 3.406
H 10.379 13.065 2.232
H 9.511 7.399 2.313
O 12.236 9.625 5.181
C 15.116 8.890 2.645
H 16.670 7.434 2.969
H 13.114 11.709 2.158
H 15.839 9.696 2.752
Fe 13.905 9.377 5.904
H 14.925 13.405 5.776
O 14.272 11.439 5.480
C 15.361 12.422 5.597
H 12.865 13.405 2.483
C 16.284 12.393 4.406
H 11.456 6.851 4.595
H 15.808 12.750 3.485
C 9.688 6.992 3.308

Computed properties:
Multiplicity: 5
Net charge: +1
E: -53318.919 eV
LUMO energy (spin up / spin down): -0.1825 / -0.1860 Eh
Molar mass: 257.13 g/mol
Kohn-Sham gap (spin up / spin down): 8.5 / 8.4 eV
Largest force on an atom: 0.040 hartree/bohr
ΔE to the lowest compared entry with this formula, charge and spin: 0.0 kJ/mol

How positive or negative is each atom? The Löwdin charges in e answer that: atom 1 (O): -0.171, atom 2 (H): 0.077, atom 3 (C): -0.295, atom 4 (C): -0.063, atom 5 (O): -0.133, atom 6 (O): -0.086, atom 7 (H): 0.119, atom 8 (H): 0.067, atom 9 (H): 0.047, atom 10 (H): 0.114, atom 11 (H): 0.091, atom 12 (H): 0.059, atom 13 (H): 0.083, atom 14 (H): 0.116, atom 15 (H): 0.014, atom 16 (H): 0.074, atom 17 (H): 0.086, atom 18 (H): 0.060, atom 19 (C): -0.073, atom 20 (H): 0.036, atom 21 (C): -0.282, atom 22 (H): 0.088, atom 23 (H): 0.079, atom 24 (H): 0.083, atom 25 (H): 0.079, atom 26 (O): -0.343, atom 27 (C): -0.227, atom 28 (H): 0.080, atom 29 (H): 0.113, atom 30 (H): 0.102, atom 31 (Fe): 1.121, atom 32 (H): 0.128, atom 33 (O): -0.183, atom 34 (C): -0.227, atom 35 (H): 0.119, atom 36 (C): -0.069, atom 37 (H): 0.108, atom 38 (H): 0.082, atom 39 (C): -0.072



A structure of composition F2HOPS at a distorted geometry, computed with ωB97M-V/def2-TZVPD.

CARTESIAN COORDINATES (ANGSTROEM)
O 0.669 -1.116 0.124
P -0.347 0.072 0.362
F 1.000 1.496 -0.663
H 1.077 -0.795 -0.714
S -1.375 0.339 1.919
F -1.024 0.005 -1.029

Computed properties:
Multiplicity: 1
E: -27623.494 eV
LUMO energy: -0.0561 Eh
Molar mass: 118.04 g/mol
Kohn-Sham gap: 10.0 eV
Largest force on an atom: 0.081 hartree/bohr
ΔE to the lowest compared entry with this formula, charge and spin: 263.9 kJ/mol

How positive or negative is each atom? The Löwdin charges in e answer that: atom 1 (O): -0.177, atom 2 (P): 0.296, atom 3 (F): -0.446, atom 4 (H): 0.088, atom 5 (S): 0.408, atom 6 (F): -0.169